No. 1
{
  "formula": "C14H11N5OPdS",
  "method": "wB97M-V/def2-TZVPD",
  "elements": ["Pd", "N", "C", "S", "N", "N", "C", "C", "C", "C", "C", "C", "C", "O", "H", "H", "H", "H", "H", "H", "H", "N", "C", "C", "C", "C", "N", "C", "C", "H", "H", "H", "H"],
  "positions_angstrom": [[0.882, -0.147, 0.136], [4.310, -2.280, 1.645], [3.108, -1.782, 1.263], [3.132, -0.309, 0.322], [2.042, -2.426, 1.602], [0.868, -1.833, 1.157], [-0.207, -2.466, 1.467], [-1.565, -2.105, 1.164], [-2.560, -2.983, 1.637], [-3.896, -2.759, 1.421], [-4.272, -1.615, 0.707], [-3.330, -0.737, 0.232], [-1.948, -0.948, 0.440], [-1.118, -0.070, -0.050], [5.159, -1.833, 1.360], [4.342, -3.148, 2.148], [-0.052, -3.382, 2.031], [-2.243, -3.862, 2.188], [-4.640, -3.448, 1.795], [-5.322, -1.415, 0.525], [-3.618, 0.150, -0.316], [0.885, 6.209, -3.686], [0.894, 5.227, -3.090], [0.905, 3.997, -2.343], [-0.058, 3.024, -2.574], [-0.013, 1.859, -1.835], [0.931, 1.635, -0.914], [1.856, 2.574, -0.690], [1.880, 3.770, -1.380], [-0.832, 3.170, -3.314], [-0.753, 1.079, -1.947], [2.592, 2.349, 0.069], [2.641, 4.506, -1.170]],
  "mulliken_charge": [0.64, -0.41, 0.76, -0.50, -1.09, 0.37, -0.19, 0.29, -0.58, -0.76, -0.40, -0.60, 0.68, -0.70, 0.17, 0.22, 0.36, 0.31, 0.40, 0.36, 0.41, -0.42, -0.15, 0.84, -0.66, -0.24, -0.03, -0.17, -0.78, 0.45, 0.53, 0.44, 0.45],
  "e_homo_ev": -7.68,
  "homo_lumo_gap_ev": 6.75,
  "charge": 0,
  "e_lumo_ev": -0.9258,
  "multiplicity": 1
}

No. 2
{
  "formula": "C33H61FNO13S6",
  "method": "wB97M-V/def2-TZVPD",
  "elements": ["C", "C", "O", "N", "H", "H", "C", "H", "H", "H", "H", "H", "H", "F", "C", "C", "C", "C", "C", "C", "H", "H", "H", "H", "H", "C", "C", "C", "S", "O", "O", "C", "H", "H", "H", "H", "H", "H", "H", "H", "C", "C", "C", "S", "O", "O", "C", "H", "H", "H", "H", "H", "H", "H", "H", "C", "C", "C", "S", "O", "O", "C", "H", "H", "H", "H", "H", "H", "H", "H", "C", "C", "C", "S", "O", "O", "C", "H", "H", "H", "H", "H", "H", "H", "H", "C", "C", "C", "S", "O", "O", "C", "H", "H", "H", "H", "H", "H", "H", "H", "C", "C", "C", "S", "O", "O", "C", "H", "H", "H", "H", "H", "H", "H", "H"],
  "positions_angstrom": [[-1.307, 0.270, -1.667], [-0.053, 0.723, -0.883], [-0.030, 1.002, 0.327], [1.404, 0.743, -1.586], [1.324, 0.144, -2.252], [1.487, 1.735, -1.954], [2.604, 0.789, -0.640], [-2.180, 1.061, -1.727], [-1.821, -0.280, -1.063], [-1.204, -0.127, -2.594], [2.477, 0.013, 0.081], [2.584, 1.922, -0.091], [3.396, 0.607, -1.263], [-2.444, -6.952, -1.622], [-2.688, -5.732, -1.393], [-3.928, -5.399, -0.779], [-4.196, -4.079, -0.485], [-3.277, -3.131, -0.791], [-2.017, -3.490, -1.369], [-1.694, -4.802, -1.708], [-4.888, -5.896, -0.654], [-5.050, -4.057, -0.275], [-3.644, -2.142, -0.789], [-1.525, -2.633, -1.763], [-1.005, -5.232, -2.337], [-0.021, -4.809, 1.584], [-0.738, -3.738, 2.411], [-0.207, -2.534, 2.338], [1.486, -2.800, 1.793], [2.374, -2.302, 2.692], [1.509, -2.420, 0.376], [1.467, -4.563, 1.941], [-0.047, -4.738, 0.445], [-0.243, -5.932, 1.822], [-0.664, -4.227, 3.442], [-1.700, -3.600, 2.076], [-0.219, -1.971, 3.324], [-0.564, -1.797, 1.561], [1.931, -4.983, 2.985], [2.259, -4.791, 1.293], [-1.813, 1.155, 4.367], [-3.022, 0.313, 4.836], [-3.738, -0.343, 3.900], [-3.402, 0.546, 2.394], [-4.569, 1.189, 1.745], [-2.405, -0.234, 1.609], [-2.530, 1.866, 3.172], [-1.335, 0.434, 3.861], [-1.364, 1.769, 5.032], [-3.561, 1.053, 5.389], [-2.647, -0.355, 5.488], [-4.788, -0.275, 4.159], [-3.353, -1.403, 3.843], [-3.244, 2.637, 3.515], [-1.855, 2.371, 2.420], [4.342, -3.563, -6.183], [3.842, -4.414, -5.017], [4.290, -3.785, -3.728], [4.570, -2.121, -3.982], [5.735, -1.663, -3.280], [3.347, -1.404, -3.821], [4.806, -2.200, -5.712], [3.437, -3.444, -6.725], [5.152, -4.105, -6.636], [3.957, -5.419, -5.253], [2.775, -4.331, -4.991], [5.185, -4.231, -3.462], [3.538, -4.026, -2.919], [5.835, -2.403, -5.796], [4.629, -1.409, -6.385], [3.846, 6.244, -0.061], [4.321, 7.036, -1.243], [4.193, 6.436, -2.422], [2.692, 5.417, -2.410], [2.731, 4.057, -2.883], [1.739, 6.431, -2.862], [2.669, 5.460, -0.697], [3.700, 6.853, 0.845], [4.711, 5.766, 0.180], [5.321, 7.297, -0.977], [3.735, 7.918, -1.400], [4.909, 5.628, -2.615], [4.228, 6.887, -3.535], [2.675, 4.563, -0.445], [1.595, 5.892, -0.351], [-6.360, 2.562, -2.109], [-7.371, 1.635, -2.828], [-6.669, 0.534, -3.314], [-5.512, 0.094, -2.036], [-4.160, -0.319, -2.448], [-6.174, -0.769, -1.052], [-5.533, 1.661, -1.415], [-6.796, 3.344, -1.443], [-5.849, 3.015, -2.930], [-7.990, 2.006, -3.593], [-8.106, 1.322, -2.112], [-6.100, 0.941, -4.163], [-7.308, -0.343, -3.440], [-4.547, 2.001, -1.195], [-5.878, 1.563, -0.222], [3.583, 2.244, 5.615], [2.451, 1.303, 6.005], [1.998, 0.789, 4.831], [2.271, 1.780, 3.441], [1.018, 2.450, 3.113], [2.935, 0.940, 2.464], [3.302, 2.934, 4.305], [4.453, 1.505, 5.541], [3.726, 2.889, 6.526], [1.682, 1.983, 6.278], [2.583, 0.787, 6.767], [1.043, 0.371, 4.816], [2.599, -0.190, 4.674], [2.717, 3.877, 4.514], [4.166, 3.149, 3.640]],
  "mulliken_charge": [-0.70, 0.54, -0.32, -0.06, 0.39, 0.31, -0.58, 0.22, -0.28, 0.71, 0.20, 0.01, 0.56, -0.34, 0.53, -0.53, -1.31, -0.18, 0.20, -0.95, 0.31, 1.09, 0.42, 0.08, 0.67, -0.11, -0.88, 1.18, 1.21, -0.68, -0.55, -1.01, -0.20, 0.41, 0.28, 0.53, -0.12, -0.82, 0.19, 0.54, -0.16, -1.25, -0.46, 1.07, -0.75, -0.53, -0.79, -0.30, 0.85, 0.37, 0.52, 0.38, 0.26, 0.43, 0.25, -0.60, -0.79, -0.53, 1.16, -0.73, -0.64, -0.81, 0.26, 0.34, 0.53, 0.26, 0.43, 0.23, 0.39, 0.49, -0.68, -0.74, -0.64, 1.05, -0.62, -0.65, 0.25, 0.36, 0.34, 0.40, 0.27, 0.37, 0.36, -0.34, 0.30, -0.79, -0.78, -0.66, 1.31, -0.66, -0.73, -0.26, 0.31, 0.30, 0.44, 0.32, 0.30, 0.40, 0.40, 0.15, -0.51, -1.59, -0.19, 1.49, -0.70, -0.66, -0.76, 0.22, 0.41, 0.33, 0.85, 0.31, 0.13, 0.28, 0.41],
  "e_homo_ev": -10.32,
  "homo_lumo_gap_ev": 8.23,
  "charge": 1,
  "e_lumo_ev": -2.0880,
  "multiplicity": 1
}

No. 3
{
  "formula": "C5H8N",
  "method": "wB97M-V/def2-TZVPD",
  "elements": ["C", "C", "C", "C", "C", "N", "H", "H", "H", "H", "H", "H", "H", "H"],
  "positions_angstrom": [[1.663, 0.553, 0.269], [0.840, 1.120, -0.627], [0.195, -1.210, -0.490], [0.651, -0.456, 0.837], [-0.237, 0.199, -0.160], [-1.850, 0.365, 0.148], [2.740, 0.511, 0.263], [0.813, 1.864, -1.326], [1.097, -1.234, -1.053], [-0.391, -2.109, -0.365], [0.561, -0.973, 1.778], [-2.220, 1.149, -0.380], [-1.680, 0.781, 1.077], [-2.183, -0.559, 0.029]],
  "mulliken_spin": [0.79, 0.76, 0.20, 0.09, 0.10, 0.04, 0.02, 0.01, -0.01, 0.03, 0.00, -0.01, 0.00, -0.01],
  "e_homo_ev": [-10.16, -15.39],
  "homo_lumo_gap_ev": [6.53, 8.98],
  "charge": 1,
  "e_lumo_ev": [-3.6278, -6.4105],
  "multiplicity": 3
}

No. 4
{
  "formula": "C3H16O5",
  "method": "wB97M-V/def2-TZVPD",
  "elements": ["C", "O", "C", "C", "H", "H", "H", "H", "H", "H", "H", "H", "H", "H", "O", "H", "H", "O", "H", "H", "O", "H", "H", "O"],
  "positions_angstrom": [[-1.893, 0.897, 0.201], [-3.019, 1.220, -0.578], [-1.986, -0.113, 1.284], [-1.261, 0.351, 2.584], [-0.986, 0.812, -0.359], [-1.856, 1.896, 0.789], [-3.611, 0.373, -0.480], [-3.072, -0.191, 1.537], [-1.521, -1.118, 1.088], [-1.862, 1.209, 3.120], [-1.253, -0.494, 3.261], [-0.221, 0.679, 2.462], [-1.823, -3.236, -3.196], [-0.652, -2.270, -3.024], [-0.875, -3.214, -3.030], [2.941, 1.633, -2.323], [2.541, 0.361, -3.193], [2.568, 0.739, -2.320], [4.401, 0.019, 0.047], [3.781, -0.968, -0.769], [3.782, -0.721, 0.166], [1.352, 0.562, 0.364], [2.635, 0.547, 1.352], [1.891, 1.029, 1.014]],
  "mulliken_charge": [-0.16, -0.54, -0.32, -1.11, 0.17, 0.21, 0.31, 0.30, 0.25, 0.31, 0.37, 0.25, 0.32, 0.31, -0.64, 0.31, 0.29, -0.58, 0.32, 0.30, -0.64, 0.30, 0.30, -0.63],
  "e_homo_ev": -9.87,
  "homo_lumo_gap_ev": 10.05,
  "charge": 0,
  "e_lumo_ev": 0.1733,
  "multiplicity": 1
}

No. 5
{
  "formula": "C20H21F3N2O2",
  "method": "wB97M-V/def2-TZVPD",
  "elements": ["C", "N", "C", "C", "C", "C", "C", "C", "C", "F", "F", "F", "C", "C", "H", "H", "H", "H", "H", "H", "H", "H", "H", "H", "H", "C", "C", "C", "C", "C", "C", "C", "O", "C", "O", "N", "C", "C", "H", "H", "H", "H", "H", "H", "H", "H", "H", "H"],
  "positions_angstrom": [[-3.975, 0.286, -2.127], [-2.568, 0.693, -2.189], [-2.373, 1.954, -2.896], [-1.601, -0.129, -1.773], [-0.176, 0.180, -1.917], [0.392, 1.451, -1.669], [1.757, 1.646, -1.856], [2.573, 0.563, -2.160], [4.060, 0.761, -2.333], [4.760, -0.410, -2.225], [4.345, 1.296, -3.560], [4.578, 1.613, -1.390], [2.047, -0.721, -2.321], [0.676, -0.897, -2.203], [-4.567, 1.159, -2.405], [-4.193, -0.519, -2.838], [-4.256, -0.041, -1.125], [-3.319, 2.170, -3.407], [-2.168, 2.776, -2.187], [-1.574, 1.897, -3.647], [-1.927, -1.164, -1.887], [-0.218, 2.288, -1.318], [2.192, 2.648, -1.791], [2.685, -1.560, -2.565], [0.237, -1.888, -2.310], [3.483, -0.005, 3.562], [3.114, -1.328, 3.295], [1.776, -1.645, 3.020], [0.812, -0.623, 2.936], [-0.666, -0.928, 2.738], [-1.529, -0.325, 1.604], [-2.933, -0.844, 1.845], [-2.966, -2.086, 1.094], [-1.918, -2.053, 0.200], [-1.670, -2.999, -0.533], [-1.292, -0.812, 0.253], [1.180, 0.691, 3.242], [2.517, 1.006, 3.519], [4.511, 0.235, 3.819], [3.871, -2.115, 3.305], [1.463, -2.685, 2.894], [-0.807, -2.019, 2.732], [-1.168, -0.529, 3.635], [-1.474, 0.773, 1.615], [-3.190, -1.091, 2.877], [-3.695, -0.161, 1.434], [0.402, 1.451, 3.309], [2.792, 2.041, 3.704]],
  "mulliken_charge": [-0.93, 0.23, -0.98, -0.81, 0.92, -0.16, -1.13, 0.48, 0.82, -0.27, -0.25, -0.26, -0.92, -0.64, 0.39, 0.32, 0.24, 0.39, 0.29, 0.38, 0.74, 0.45, 0.39, 0.47, 0.39, -0.52, -0.57, -0.38, 0.70, -1.47, 0.20, -0.60, -0.40, 0.48, -0.68, -0.09, -0.42, -0.52, 0.39, 0.38, 0.34, 0.44, 0.37, 0.50, 0.44, 0.18, 0.33, 0.38],
  "e_homo_ev": -8.06,
  "homo_lumo_gap_ev": 7.73,
  "charge": 0,
  "e_lumo_ev": -0.3254,
  "multiplicity": 1
}

Relative energy (zero: lowest compared OMol25 entry of this formula, charge and spin) across the listed records, respectively: 0.0; 82.6; 103.6; 44.7; 57.9 kcal/mol.